No. 1
The following is a quantum chemistry calculation of a structure of composition C21H48O3P2Re, from OMol25.

## Properties
multiplicity	4
Kohn-Sham gap (spin up / spin down)	6.09 / 6.35	eV
net charge	+4
DFT total energy	-49355.093	eV

The geometry in XYZ format:
```
75
Properties=species:S:1:pos:R:3:mulliken_spin:R:1
Re 0.08 -0.63 -0.49 1.439
C -1.03 -0.85 -2.00 0.056
O -1.70 -1.02 -2.97 0.179
C 1.21 -2.09 -0.94 0.168
O 1.90 -3.01 -1.27 0.199
P 1.44 1.03 -1.35 0.357
C 3.07 1.49 -0.51 -0.056
H 3.67 2.02 -1.27 0.003
C 1.99 0.51 -3.09 0.014
H 2.02 -0.59 -2.99 0.006
C 0.64 2.71 -1.40 -0.001
H 0.56 3.01 -0.34 0.021
C -2.89 -0.84 1.31 0.036
P -1.25 -1.65 1.04 0.247
H -1.19 -2.80 3.15 0.000
H -2.62 0.10 1.83 0.006
C -1.72 -3.49 0.64 0.033
H -2.58 -3.69 1.28 0.001
C 0.98 0.85 -4.20 0.014
H 0.93 1.92 -4.42 0.000
H -0.03 0.47 -4.00 -0.007
H 1.32 0.35 -5.12 0.004
C 3.38 1.01 -3.48 0.024
H 3.63 0.64 -4.48 0.003
H 4.16 0.63 -2.80 0.002
H 3.43 2.11 -3.51 -0.002
C 1.53 3.67 -2.16 0.007
H 2.54 3.78 -1.75 0.000
H 1.06 4.66 -2.14 0.002
H 1.61 3.38 -3.21 0.000
C -0.78 2.69 -1.95 0.034
H -1.15 3.72 -1.97 0.000
H -1.45 2.11 -1.32 -0.001
H -0.82 2.30 -2.97 -0.003
C 2.96 2.42 0.76 0.013
H 2.74 3.41 0.17 -0.004
H 3.96 2.44 1.20 0.003
H 2.22 1.91 1.40 0.011
C 3.78 0.20 -0.10 0.064
H 3.26 -0.31 0.73 -0.017
H 4.82 0.42 0.22 0.002
H 3.85 -0.53 -0.92 0.011
C -3.82 -1.68 2.18 0.007
H -3.33 -2.14 3.05 0.000
H -4.29 -2.48 1.59 0.002
H -4.63 -1.05 2.56 0.002
C -3.63 -0.42 0.03 0.021
H -3.91 -1.29 -0.57 -0.002
C 0.81 -2.04 2.87 0.114
H -3.02 0.25 -0.59 -0.003
H -4.55 0.11 0.31 0.001
C -1.10 -0.76 3.93 0.009
H 1.31 -1.11 2.57 -0.021
H 1.14 -2.30 3.88 0.001
H 1.15 -2.83 2.19 0.001
C -0.71 -1.86 2.85 -0.077
H -0.59 -0.98 4.88 0.002
H -2.18 -1.09 4.11 0.001
H -0.56 0.12 3.49 -0.002
C -0.61 -4.47 1.00 0.020
H 0.32 -4.24 0.45 -0.003
H -0.90 -5.49 0.72 0.005
H -0.38 -4.49 2.07 0.001
C -2.16 -3.73 -0.81 0.021
H -2.97 -3.06 -1.14 0.001
H -2.51 -4.76 -0.92 0.002
H -1.32 -3.60 -1.51 0.000
H -1.92 0.07 4.06 0.000
H 2.53 3.47 1.12 0.003
C -0.98 2.99 2.03 0.009
O -1.82 2.21 1.18 0.012
H -0.62 3.90 1.52 0.003
H -0.11 2.36 2.26 -0.002
H -1.47 3.27 2.97 0.001
H -2.66 2.68 1.06 0.000
```



No. 2
The following is a quantum chemistry calculation of a cluster of 2 separate species, C3H7NO in total, from OMol25.

## Properties
energy relative to the best compared isomer or geometry (same formula, charge and spin)	191.7	kJ/mol
Kohn-Sham gap	10.61	eV
DFT total energy	-6760.764	eV

The geometry in XYZ format:
```
12
Properties=species:S:1:pos:R:3:nbo_charge:R:1
C -1.32 -1.24 0.89 -0.384
C -2.28 -1.97 0.34 -0.389
H -0.41 -0.90 0.43 0.216
H -1.32 -1.22 1.98 0.182
H -2.30 -2.38 -0.66 0.189
H -3.16 -2.20 0.92 0.183
C 1.31 1.56 -1.08 0.546
N 2.55 1.74 -0.45 -0.864
O 0.44 0.85 -0.65 -0.560
H 1.19 2.11 -2.02 0.113
H 2.64 1.01 0.25 0.378
H 2.65 2.62 0.04 0.391
```